Below is C36H31Br2InN5OSSeSi as an isolated structure at a distorted geometry, with properties calculated with wB97M-V/def2-TZVPD.

Geometry as XYZ:
```
79
Properties=species:S:1:pos:R:3:forces:R:3
In -14.86845 -1.65978 11.34608 -0.37 0.81 0.17
C -16.57952 -6.38059 10.53074 0.83 -0.68 0.44
C -16.57659 -5.08421 11.09564 -2.03 0.01 -0.25
N -15.55326 -4.39818 11.42423 1.87 1.03 0.01
C -14.31079 -4.92398 11.22469 0.29 0.35 1.51
C -14.16741 -6.18886 10.68318 0.89 -1.00 -0.92
C -15.35394 -6.92695 10.33348 1.58 -0.44 -0.85
C -12.83226 -6.67817 10.45391 -0.23 -0.50 -0.13
C -11.72902 -5.97374 10.89253 -1.07 -0.91 -0.58
C -11.91824 -4.78470 11.56675 -0.31 0.96 0.20
C -13.15090 -4.22994 11.76332 -1.59 1.01 -0.87
N -13.35781 -2.92359 12.29094 0.11 -1.68 0.24
C -12.73536 -2.63050 13.46539 0.05 -0.87 -1.07
C -11.90219 -3.45911 14.21285 0.88 1.44 1.36
C -11.13482 -2.86277 15.28699 0.13 0.53 0.28
C -11.16155 -1.51610 15.66350 -1.34 -1.65 -0.72
C -12.25942 -0.81710 15.05417 1.92 0.48 0.59
C -12.57817 0.45696 15.53530 -0.32 -0.05 0.84
C -13.74516 1.05508 15.13821 1.12 -0.79 0.02
C -14.53070 0.44532 14.15719 0.85 -1.13 -0.56
N -14.15214 -0.70867 13.61130 0.22 0.32 -0.49
C -12.99894 -1.35390 13.99866 -1.76 1.87 1.16
H -17.44867 -7.00853 10.38491 -0.28 0.53 -0.18
H -17.50495 -4.56229 11.26291 -0.45 0.00 0.02
H -15.16495 -7.90068 9.81924 -0.50 0.71 0.67
H -12.71455 -7.62422 9.90703 -0.03 0.38 0.31
H -10.72507 -6.30282 10.69424 0.17 -0.26 -0.09
H -11.10524 -4.17562 11.87382 0.84 0.18 0.21
H -11.80943 -4.50446 13.97765 0.16 -0.04 0.09
H -10.48024 -3.44038 15.92812 0.05 -0.66 -0.41
H -10.62222 -1.12671 16.55638 -0.43 -0.31 -0.99
H -11.92837 0.82879 16.36275 -0.73 0.05 -0.83
H -13.99561 1.94772 15.61123 -0.76 1.52 0.40
H -15.40136 0.93314 13.73796 -0.17 -0.26 0.12
S -15.71196 0.89675 11.06339 0.97 -0.20 -0.14
C -14.04937 1.44570 11.10330 1.18 0.64 0.27
C -13.67952 2.81562 11.00077 0.81 -0.02 0.42
C -12.33673 3.28121 11.08005 -1.91 -1.45 0.33
C -11.35186 2.29206 11.25960 -0.51 0.87 -0.53
C -11.79397 0.98838 11.28062 0.83 -1.15 0.03
N -13.03435 0.55377 11.26900 -1.68 0.08 -0.53
H -14.46285 3.54693 10.97693 -0.33 0.24 -0.30
H -12.27901 4.36715 11.04287 0.81 -0.27 0.02
H -10.28570 2.43049 11.29996 0.13 0.45 0.00
H -11.06358 0.16698 11.25621 -0.07 0.39 0.33
C -17.41726 -2.66894 7.57092 1.22 0.17 0.92
C -17.88688 -1.57539 8.44077 -1.54 -0.54 -0.74
C -18.99294 -0.79205 8.01280 0.60 0.33 -0.75
C -19.69674 -0.07283 8.91363 -0.72 -0.24 -0.62
C -19.35789 -0.14553 10.28361 -0.44 0.47 0.43
C -20.08503 0.55607 11.30188 0.90 -0.76 0.04
Br -21.44535 1.81403 10.89459 -0.02 -0.18 -0.01
C -19.70148 0.34489 12.60941 -2.93 2.43 0.69
C -18.63407 -0.41957 12.90279 1.60 -1.49 0.92
Br -18.18809 -0.54852 14.72500 0.31 -0.17 0.52
C -17.85525 -1.11874 11.98903 0.43 -0.07 -0.79
O -16.82036 -1.82716 12.25958 0.38 -0.35 0.75
C -18.26524 -0.98225 10.62911 0.08 0.24 -1.20
N -17.53943 -1.69167 9.66565 -0.45 0.95 2.73
H -17.46756 -2.48987 6.54261 -0.06 0.37 -1.66
H -18.01368 -3.51055 7.82590 -0.65 -0.92 0.03
H -16.41349 -2.89469 7.89317 0.51 -0.26 -0.23
H -19.19902 -0.79789 6.93308 -0.22 0.09 0.59
H -20.61465 0.40766 8.57259 0.35 0.29 0.32
H -20.25195 0.83098 13.50696 0.91 -0.72 -1.90
C -13.04079 -1.08885 5.90037 -1.63 -1.17 0.49
Si -13.84601 -0.41208 7.51865 0.32 -0.34 0.13
C -12.52042 0.85987 8.04066 -0.86 -0.68 -0.36
C -15.45994 0.52832 7.26485 -1.41 -1.44 0.35
Se -13.93557 -2.21485 8.92606 -0.04 0.06 0.04
H -13.04126 -0.30875 5.17226 0.41 0.72 -0.56
H -13.48380 -1.98184 5.39281 -0.09 0.66 0.64
H -12.06579 -1.41738 6.18977 0.94 0.13 0.03
H -12.30872 1.37058 7.11312 0.36 0.33 -0.42
H -11.64592 0.29176 8.35503 0.08 0.26 0.19
H -12.85383 1.61003 8.75121 0.13 -0.15 0.24
H -15.16427 1.50723 6.95036 -0.12 0.84 -0.24
H -16.01834 0.57654 8.23672 0.73 0.24 -0.64
H -16.23144 0.09911 6.55526 1.12 0.36 0.46
```
Forces are in eV/Å.

As for the net charge: -1. The relative energy (zero: lowest compared OMol25 entry of this formula, charge and spin) is 0.501 eV. Its HOMO-LUMO gap is 6.95 eV.

Results of the Mulliken charge analysis, in e, for atoms 1 through 8:
1. In 1.348
2. C -1.200
3. C -0.071
4. N 0.101
5. C 0.114
6. C 1.115
7. C -0.495
8. C -0.803

=====

Below is one molecule with the formula C3H5N3O, with properties calculated with wB97M-V/def2-TZVPD.

Geometry as XYZ:
```
12
Properties=species:S:1:pos:R:3:forces:R:3
N -1.96812 -0.55565 0.72501 0.10 -0.15 -0.11
C -0.69162 -0.19985 0.52156 -0.13 0.17 -0.18
N 0.31818 -0.67497 1.28438 0.24 0.29 0.14
C 1.47937 -0.12310 0.88482 -0.48 -0.02 0.25
O 1.65955 -0.30293 -1.32680 0.12 0.32 -0.56
C 1.13883 0.65404 -0.41147 0.11 0.01 0.07
N -0.30928 0.65055 -0.43990 0.00 -0.31 -0.06
H -2.10712 -1.33594 1.35004 0.05 0.17 0.04
H -2.65764 -0.42396 0.00123 0.13 0.03 0.11
H 2.52156 -0.54562 -0.94338 -0.28 -0.14 -0.08
H 1.53658 1.65268 -0.62525 -0.05 -0.15 0.36
H -0.92029 1.20474 -1.02023 0.18 -0.21 0.02
```
Forces are in eV/Å.

The relative energy (zero: lowest compared OMol25 entry of this formula, charge and spin) is 3.238 eV. Its HOMO-LUMO gap is 8.24 eV.

Results of the Mulliken charge analysis, in e, for atoms 1 through 8:
1. N -0.362
2. C 0.450
3. N -0.490
4. C -0.478
5. O -0.511
6. C 0.226
7. N -0.184
8. H 0.286

=====

Below is a 2-piece molecular cluster, C5H8O overall, with properties calculated with wB97M-V/def2-TZVPD.

Geometry as XYZ:
```
14
Properties=species:S:1:pos:R:3:forces:R:3
C 1.73922 0.20814 -0.45900 0.15 0.11 -0.06
C 0.68907 0.30490 0.61451 0.04 0.06 0.18
C -0.67068 0.91104 0.30173 0.00 -0.10 -0.02
C -1.12433 0.01605 -0.80314 0.49 -0.36 -0.07
O -0.29094 -0.85378 -1.14990 -0.57 0.44 0.11
C 0.86757 -0.99712 -0.16474 0.09 0.09 0.02
H 1.60054 0.76606 -1.38506 -0.06 -0.10 0.14
H 2.77694 0.14503 -0.14055 -0.18 0.01 -0.07
H 1.00372 0.31974 1.65405 -0.06 -0.01 -0.18
H -0.69744 1.95861 -0.03568 0.02 -0.13 0.05
H -1.35208 0.84250 1.16121 0.06 -0.03 -0.17
H -2.08486 0.02896 -1.31648 0.10 0.06 -0.03
H -1.64623 -1.96254 1.07169 0.04 -0.06 0.04
H -0.90877 -2.05811 0.96233 -0.12 0.00 0.06
```
Forces are in eV/Å.

The relative energy (zero: lowest compared OMol25 entry of this formula, charge and spin) is 5.696 eV. Its HOMO-LUMO gap (spin up / spin down) is 7.27 / 7.27 eV.

Results of the Mulliken charge analysis, in e, for atoms 1 through 8:
1. C -0.648
2. C 0.117
3. C -0.449
4. C -0.092
5. O -0.112
6. C -0.593
7. H 0.179
8. H 0.252

=====

Below is one molecule with the formula C9H14 at a distorted geometry, with properties calculated with wB97M-V/def2-TZVPD.

Geometry as XYZ:
```
23
Properties=species:S:1:pos:R:3:forces:R:3
C -2.28369 1.04385 -0.04584 -0.85 1.26 -1.16
C -1.12408 0.11242 -0.14338 3.01 4.29 1.37
C -1.28036 -1.03498 -1.00843 2.25 -3.12 -1.77
C -0.54403 -0.16422 1.30911 -2.13 -0.05 2.51
C 0.87948 -0.63528 1.21850 -1.16 -1.91 -4.22
C 1.45946 0.19136 -0.00745 0.32 0.46 1.15
C 2.63470 -0.38513 -0.77958 -3.89 0.42 -2.96
C 1.18697 1.71137 0.00281 -2.42 -5.48 -2.76
C 0.27996 0.89827 -0.58474 -0.54 0.13 2.09
H -2.35142 1.70705 -0.94713 -0.09 -0.83 0.44
H -2.24315 1.76925 0.77155 0.12 -0.46 0.19
H -3.18976 0.44354 0.00642 -0.31 0.20 0.18
H -1.51298 -1.92584 -0.42308 -0.10 -0.15 0.09
H -0.21727 -1.22779 -1.45574 -2.00 -0.13 0.60
H -1.97487 -1.06894 -1.85626 0.01 0.83 0.32
H -1.24164 -0.90373 1.95245 1.44 1.30 -1.65
H -0.51683 0.79489 2.00281 -0.48 -1.50 -1.88
H 1.32525 -0.48927 2.12042 1.72 -0.09 2.50
H 0.81470 -1.75778 0.86895 0.72 1.90 0.89
H 2.58729 0.02707 -1.83669 0.99 0.45 1.44
H 2.44440 -1.38950 -1.07537 -0.37 -1.45 0.37
H 3.48775 -0.39765 -0.23051 2.87 0.55 1.10
H 1.38011 2.68104 0.14118 0.89 3.36 1.17
```
Forces are in eV/Å.

As for the SMILES: CC1(C)CC[C@]2(C)C=C12. The relative energy (zero: lowest compared OMol25 entry of this formula, charge and spin) is 5.091 eV. Its HOMO-LUMO gap is 9.13 eV.

Results of the Mulliken charge analysis, in e, for atoms 1 through 8:
1. C -1.847
2. C 2.109
3. C -1.513
4. C -1.012
5. C -0.698
6. C 0.985
7. C -1.626
8. C -1.148

=====

Q: Among the records above, which one has the highest relative energy (zero: lowest compared OMol25 entry of this formula, charge and spin)?
A: C5H8O

=====

Q: Among the records above, which one has the lowest relative energy (zero: lowest compared OMol25 entry of this formula, charge and spin)?
A: C36H31Br2InN5OSSeSi